{
  "formula": "C22H35FeO3",
  "method": "ωB97M-V with the def2-TZVPD basis set",
  "elements": ["H", "C", "C", "C", "C", "H", "C", "H", "H", "H", "O", "H", "H", "C", "H", "C", "H", "H", "O", "C", "H", "H", "C", "C", "C", "C", "H", "H", "H", "H", "Fe", "C", "C", "H", "H", "H", "H", "C", "H", "C", "H", "H", "C", "H", "H", "O", "H", "H", "C", "C", "H", "H", "H", "H", "H", "H", "H", "C", "C", "H", "C"],
  "positions_angstrom": [[2.44293, 2.23744, 4.35068], [-1.37808, -1.72526, -5.22803], [-0.12198, 2.81734, 3.92200], [-2.70161, 0.93911, 2.45443], [1.34964, -0.46523, -1.51232], [-0.13150, 2.33034, -1.34607], [-2.32957, 0.35198, 3.70184], [2.28678, 2.62944, 2.61383], [-0.13943, 1.85795, -3.61755], [-0.83488, 0.52764, -6.25191], [-0.74130, -0.18189, -3.36582], [2.86099, 1.99704, -1.69108], [2.05794, -1.44590, 0.81268], [-2.96011, -0.11967, 1.51706], [-1.18070, 2.61525, 4.08161], [0.20124, -2.54801, 1.52326], [-0.01769, 3.60110, 3.16564], [0.79248, 0.19825, 0.44420], [0.10865, 1.11619, 2.23317], [-2.30253, -1.05595, 3.54584], [0.31822, 3.16359, 4.86315], [1.14740, -2.09381, -5.51227], [1.39888, -1.72743, 1.62811], [-0.17319, 0.47017, -5.38009], [0.95733, -1.68393, -4.50630], [0.80490, 1.85609, -0.99587], [-2.01987, -1.74550, 4.34095], [-3.39935, 0.01131, 0.52773], [2.62116, -1.10413, 3.38590], [-0.16309, -3.03670, 0.61334], [-0.71698, -0.49396, 1.75861], [0.61569, 1.57907, 3.45873], [0.62331, -2.08598, 3.76362], [-0.92630, -2.21392, -6.10491], [0.46851, 0.80203, 4.23618], [-1.79911, 1.44918, -4.25775], [-1.06693, -3.40594, 3.13683], [-0.30104, -0.85747, -4.59563], [0.79959, -2.53291, -3.83096], [0.47827, 0.40278, -0.59682], [1.73026, 2.36642, -2.97739], [-2.97817, -2.36444, 1.81704], [2.10217, 1.86195, 3.37639], [0.53450, -2.05014, 4.84388], [-2.11973, 0.88000, 4.63048], [1.92792, 0.33959, -2.56544], [-0.59848, 0.20101, -0.79682], [0.73806, -1.27861, -1.92319], [1.87605, 1.70797, -2.10674], [1.68176, -1.51848, 3.01326], [-1.71726, -2.50277, -4.53545], [1.20505, 2.43664, -0.15297], [1.82007, -1.11439, -4.14948], [0.86382, 0.75323, -5.57515], [2.17894, -0.95935, -0.96699], [2.65975, 0.95889, 3.11155], [-2.24327, -1.13589, -5.55176], [-2.74717, -1.37524, 2.21200], [-0.26534, -2.73756, 2.86379], [-2.81475, 2.00860, 2.25788], [-0.76285, 1.09285, -4.11089]],
  "s_squared": 6.020,
  "total_energy_ha": -2348.6034,
  "lumo_ha": [0.096, 0.096],
  "charge": -1,
  "spin_multiplicity": 5,
  "largest_force_ev_per_a": 1.79,
  "homo_ha": [-0.119, -0.117]
}